Entry 1:
89
Properties=species:S:1:pos:R:3 method="wB97M-V/def2-TZVPD" s2=0.77 multiplicity=2 lumo_energy_ev="-2.62 / -2.39" total_charge=+1 homo_ev="-11.1973 / -10.7096" mol_weight_g_mol=803.38 e_tot_ha=-6047.47989
P -0.669 -1.620 0.710
Ge -1.508 3.276 1.027
C 0.429 -0.037 -2.427
C -4.513 -1.083 -0.539
C 4.833 0.398 2.527
C 4.849 -0.198 0.205
H 1.291 2.299 -3.561
H -3.094 -3.815 5.421
H 2.018 4.607 -3.988
C 0.843 -4.984 -1.174
H -1.793 0.853 1.409
H -1.332 -1.641 -5.481
H -0.444 3.772 3.252
H 2.935 1.043 3.249
H -3.431 -1.106 1.301
C 2.209 -4.838 -0.946
C -2.513 -4.161 3.375
C -1.261 0.046 -4.150
H -2.218 -1.484 5.441
H -1.107 -4.161 -0.886
H 3.739 -3.638 -0.021
H 1.606 -1.851 -2.369
C -3.242 -1.561 -2.522
O 1.137 -0.963 2.829
H 0.572 4.478 1.985
H -1.451 1.126 -0.295
C 1.585 2.925 -2.728
C -4.454 -1.256 -1.916
C 0.192 -1.871 -3.982
C 2.003 4.228 -2.970
C -2.629 -3.399 4.533
H 5.331 0.536 3.478
C -1.099 1.345 0.716
C 2.403 4.554 -0.615
C -0.844 -1.196 -4.619
H -0.962 1.592 -2.696
H 6.569 -0.307 1.458
C -1.655 4.141 -0.706
N 2.811 0.545 1.247
N 2.762 0.019 -1.002
P 1.203 0.722 -0.982
C 0.826 -1.299 -2.882
C -0.051 -4.042 -0.680
S 0.534 -0.021 3.851
C 3.491 0.124 0.159
C -3.301 3.208 1.771
H -3.963 2.637 1.111
H 2.725 5.185 0.208
H 2.155 -1.975 0.853
H 0.472 -5.833 -1.739
C 1.973 3.259 -0.371
H 3.276 -0.068 -1.863
H -5.456 -0.848 -0.055
O -1.097 -0.247 3.474
C 5.514 -0.061 1.398
C 2.407 5.042 -1.916
H -1.822 -4.234 1.354
H 2.729 6.059 -2.112
C -0.456 4.293 2.294
C -1.910 -3.623 2.246
H -3.287 2.727 2.755
C -2.142 -2.104 4.554
H -1.147 -1.922 -2.256
C -1.413 -2.322 2.245
H -2.897 -5.174 3.349
H -2.050 3.421 -1.433
Cr 0.597 0.355 1.223
H 1.975 2.876 0.641
C -2.084 -1.690 -1.760
H -0.956 5.257 2.422
C -3.364 -1.225 0.225
C -0.631 0.621 -3.055
H -0.709 4.538 -1.077
H -5.353 -1.155 -2.514
H -2.373 4.965 -0.626
C 0.409 -2.939 0.044
C 2.676 -3.751 -0.216
H 0.507 -2.848 -4.336
C -2.137 -1.536 -0.375
C -1.549 -1.583 3.419
H -2.079 0.567 -4.637
H -3.707 4.219 1.883
C 1.552 2.439 -1.420
H -3.191 -1.699 -3.596
O 0.668 1.329 3.193
C 3.500 0.672 2.410
C 1.780 -2.808 0.271
H 2.906 -5.576 -1.330
H 5.352 -0.546 -0.691

Entry 2:
89
Properties=species:S:1:pos:R:3 method="wB97M-V/def2-TZVPD" s2=3.77 multiplicity=4 lumo_energy_ev="2.37 / 2.28" total_charge=-1 homo_ev="-4.7982 / -4.9392" mol_weight_g_mol=700.75 e_tot_ha=-3191.03542
O -0.537 -1.973 -1.581
H -2.280 -7.237 -5.864
H -3.991 -4.115 -0.998
N 0.165 -0.975 1.113
H -2.250 -4.874 0.736
H 3.763 -0.123 -1.861
H 2.564 -1.216 -2.625
C 1.263 -4.355 -2.110
C -1.573 1.782 -3.027
O 2.033 -0.470 -0.764
C 2.527 -3.825 1.583
C 1.447 -2.968 1.753
C -2.585 -2.399 -4.717
H 4.309 -4.215 0.453
C -1.962 -4.826 -4.881
H -3.647 -2.670 2.439
C -2.512 0.685 6.205
C 2.697 -0.326 -2.004
H 2.215 0.512 -2.498
H -1.474 -3.653 1.763
H -1.744 -7.999 -4.366
H -4.518 -3.889 1.478
C -0.773 3.643 -4.383
H -3.480 -2.743 -5.238
H -4.319 1.778 -3.673
O -0.117 -1.110 -3.612
C -0.398 -2.034 -2.860
N -0.094 -0.794 2.332
C -0.660 -3.412 -3.440
C -0.378 1.803 -2.239
C -2.301 0.741 4.815
H -3.279 1.318 6.638
H -1.938 -0.189 8.068
C -1.183 -5.925 -4.553
Cr -1.168 -0.478 -0.458
H -1.029 -3.780 0.048
C -1.318 -0.071 4.214
C -1.769 -0.150 7.000
H 0.902 -4.064 -1.123
C -3.859 0.794 -3.607
C 3.325 -2.436 -0.212
C 2.240 -1.583 -0.046
H -3.443 2.352 2.020
H -2.893 -1.845 -3.830
H -2.712 -3.125 -1.722
C -2.869 1.688 2.653
C -1.907 0.846 1.980
H 1.951 -3.571 -2.432
H 0.199 -1.543 4.608
C -2.599 0.811 -2.771
H -0.585 -7.683 -5.652
C 3.464 -3.553 0.600
H 1.480 2.842 -1.956
C -4.053 -2.899 1.451
H -4.552 0.089 -3.155
H 2.622 -4.703 2.208
H 1.827 -5.284 -2.017
H 0.484 -6.594 -3.383
H -2.618 2.662 -4.694
H -4.815 -2.154 1.216
C 0.395 3.687 -3.594
C -1.853 -3.854 0.758
H -0.188 -1.616 7.026
C -2.932 -2.826 0.408
H 1.156 4.430 -3.807
O -1.796 0.974 0.722
C -1.713 -3.567 -4.340
C -0.784 -0.955 6.407
C -0.137 -5.746 -3.655
H -2.791 -4.947 -5.571
C -3.063 1.626 3.985
O -2.427 -1.529 0.465
O -0.109 1.001 -1.292
C -0.563 -0.920 5.053
C -1.464 -7.283 -5.142
H -4.242 -2.370 -1.244
C -1.123 -0.026 2.779
H -3.812 2.253 4.457
O -2.542 -0.063 -1.889
C 0.586 2.811 -2.567
H -3.623 0.459 -4.619
H 4.059 -2.229 -0.979
C 0.132 -4.508 -3.086
C -1.723 2.705 -4.086
H -2.043 -1.702 -5.360
C -3.508 -3.134 -0.977
H -0.911 4.332 -5.205
H 0.695 -3.168 2.504
C 1.291 -1.851 0.950

Entry 3:
92
Properties=species:S:1:pos:R:3 method="wB97M-V/def2-TZVPD" lumo_energy_ev=1.61 total_charge=-1 homo_ev=-4.4592 mol_weight_g_mol=972.57 e_tot_ha=-4765.71318
H 0.089 4.437 -1.326
C 2.000 6.648 -0.162
O 1.203 1.853 0.704
C 8.297 5.078 2.012
C 4.264 8.231 4.672
F 1.543 -2.397 1.214
C 2.437 1.539 0.570
F 0.111 -4.359 2.010
H -5.979 -1.444 1.334
H 3.472 3.278 2.521
C 8.756 4.729 0.747
C -4.116 2.264 4.232
Sr -0.174 0.000 0.797
C -4.260 1.133 -0.265
O -0.351 -1.830 -0.580
C -1.842 4.184 -0.316
C -3.351 -1.187 0.569
H 1.474 6.558 5.635
H -2.213 5.158 -0.649
C 4.197 7.253 -0.916
C -5.102 2.896 -1.710
H -5.073 2.688 4.519
C 6.023 5.213 1.174
H -5.271 -0.069 2.208
C -4.023 3.687 -1.351
C 3.155 7.889 5.440
N -2.229 1.500 1.102
Ge 4.097 5.456 1.443
F -0.826 -2.004 2.078
H 8.204 4.336 -1.296
C -4.533 -0.314 0.168
H -1.201 3.754 -2.356
C -1.719 1.268 3.458
F 0.702 -4.353 -0.459
C -3.186 1.961 0.150
H -3.683 -2.228 0.637
H 9.812 4.541 0.583
H 4.900 9.059 4.972
H 8.994 5.163 2.840
H -6.009 0.975 -1.487
H 1.998 5.286 3.599
H 0.355 7.511 -1.240
C 6.941 5.315 2.222
H -3.494 1.850 6.265
H 5.423 7.802 2.922
C -2.013 1.308 4.794
H -0.522 3.653 1.339
C 3.391 2.735 0.427
H 6.597 5.583 3.219
H -4.940 -0.782 -0.733
C -3.805 2.193 2.884
C -5.192 1.627 -1.180
Te -0.114 -3.095 0.659
C -0.780 3.759 -1.344
H -2.558 -1.155 -0.183
H -2.007 4.472 1.853
O 2.853 0.362 0.542
C -5.638 -0.402 1.232
C 3.636 8.054 -1.908
F -1.811 -3.887 0.419
C 3.388 6.534 -0.034
C 3.757 6.445 3.109
H 4.280 8.604 -2.587
H 1.344 6.105 0.521
H 5.278 7.191 -0.832
H 3.179 3.206 -0.542
C 2.646 6.115 3.890
H 4.420 2.374 0.409
H 5.808 4.760 -0.926
C -3.053 3.249 -0.450
H -1.260 0.966 5.499
C 2.344 6.830 5.045
C 6.501 4.855 -0.092
C -2.585 1.641 2.401
H 2.924 8.446 6.341
H -5.840 3.253 -2.420
C 4.557 7.516 3.517
C 1.435 7.445 -1.151
H 2.083 3.917 1.653
F -0.448 0.824 3.126
H -0.706 5.392 1.074
H -2.944 -0.906 1.545
H 1.816 8.772 -2.801
C 7.855 4.615 -0.306
H -3.910 4.673 -1.795
H -4.517 2.567 2.160
H -6.499 0.217 0.959
C 2.254 8.149 -2.027
C 3.162 3.733 1.570
C -1.236 4.425 1.075
C -3.242 1.806 5.210
H -0.407 2.774 -1.117

Entry 4:
99
Properties=species:S:1:pos:R:3 method="wB97M-V/def2-TZVPD" s2=3.78 multiplicity=4 lumo_energy_ev="-3.58 / -4.30" total_charge=+1 homo_ev="-10.5076 / -10.7074" mol_weight_g_mol=978.92 e_tot_ha=-4418.81208
C 2.011 0.919 -5.548
C -2.813 -3.065 3.443
N -3.900 -1.651 5.129
H -3.541 0.250 3.278
H -2.920 -3.910 4.107
C -2.013 -2.088 1.382
N -6.423 2.806 -1.566
C 0.023 -1.121 3.474
H -1.485 2.584 -5.110
H 2.259 3.850 -0.092
S -1.386 3.507 -0.757
H -2.145 -1.524 -4.803
H -2.001 2.651 2.697
H -1.251 2.645 4.319
C -0.271 -2.324 5.544
H 0.803 -3.075 3.841
C -0.990 -1.251 6.050
C -1.223 -0.125 5.274
P -0.758 -0.650 -3.021
P 0.382 2.192 -3.628
H 3.343 4.360 2.068
H 2.396 1.906 -5.786
C 4.235 -0.389 -1.190
N 0.467 -1.174 2.112
C 1.029 -1.615 -4.989
H -0.919 -3.059 -3.149
H -1.801 0.694 5.680
C 2.506 -0.182 -6.233
H 3.309 2.696 3.917
H 0.035 3.244 -5.766
C 2.252 3.131 0.719
H 4.594 -3.273 0.591
O -4.255 -2.657 5.712
C -2.230 0.388 0.927
C -0.740 -0.053 3.971
C -5.396 3.221 -1.251
H -2.738 1.708 4.005
O -1.923 -5.458 2.367
O -0.515 -4.375 1.145
C 2.846 3.408 1.925
H 3.354 -2.035 0.818
H 2.126 0.568 3.604
H 1.469 4.130 -2.758
C 1.816 3.254 -3.308
H -1.840 -2.364 -1.807
O -2.685 1.446 1.294
C -0.567 3.117 -4.866
O -0.991 0.957 3.127
H 2.542 2.717 -2.699
H -0.102 -3.208 6.145
Tc -0.713 1.379 -1.642
C 1.032 0.763 -4.568
C -1.795 2.054 3.579
C 2.809 2.477 2.982
H -0.830 4.094 -4.457
C 3.375 -2.883 -1.168
C 5.048 -1.345 -0.322
C 1.523 0.986 1.572
S 3.025 -1.377 -2.144
C -3.164 -0.716 2.969
C -2.157 -3.167 2.235
C -2.223 -0.678 -4.120
H -1.385 -1.287 7.059
C -4.038 4.766 0.117
N -3.976 5.608 0.901
H -0.077 -2.551 -1.658
H 0.646 -2.609 -4.779
H 3.625 0.293 -0.597
H -3.138 -0.770 -3.532
C -2.984 3.113 -1.300
S -2.954 1.761 -2.386
H 2.275 3.581 -4.241
H 4.027 -3.504 -1.789
C 0.231 -2.251 4.256
C -0.888 -2.327 -2.341
H 3.274 -0.051 -6.984
H -2.279 0.244 -4.699
H 5.869 -1.777 -0.900
C 4.079 -2.442 0.108
C -3.297 -1.820 3.786
H 4.839 0.182 -1.896
C 2.145 1.300 2.805
C 0.538 -0.516 -4.292
C 1.580 1.910 0.501
C 2.014 -1.449 -5.952
H 0.284 -2.075 1.690
O 1.655 -0.877 -1.729
H 2.399 -2.310 -6.484
O 1.005 1.687 -0.654
C -4.109 3.709 -0.848
H 2.428 -3.403 -1.016
H 0.862 -0.534 0.246
O -3.987 -0.514 5.556
C -2.511 -0.850 1.755
H 5.479 -0.824 0.533
H -1.515 -2.194 0.433
N -1.494 -4.436 1.895
O -1.445 0.165 -0.108
C 0.912 -0.257 1.294

Entry 5:
91
Properties=species:S:1:pos:R:3 method="wB97M-V/def2-TZVPD" s2=8.81 multiplicity=6 lumo_energy_ev="-4.56 / -7.54" total_charge=+2 homo_ev="-12.1438 / -13.1236" mol_weight_g_mol=1035.43 e_tot_ha=-8966.40475
O 0.540 -0.243 -0.901
H -5.770 -0.214 -0.880
C -0.004 -0.080 -2.034
C 3.614 1.160 2.882
C 7.366 1.380 -1.738
H -3.401 -5.080 -1.461
H -4.413 -0.366 5.216
C -0.818 4.061 0.001
C 2.609 2.076 3.170
C 3.493 -2.676 0.138
C -3.147 3.525 -0.695
H 0.824 3.038 2.465
H 0.446 0.899 -3.872
C 3.771 -4.701 -1.131
C -2.651 -4.507 -0.936
H -4.518 2.255 3.636
H -0.328 6.122 0.126
H -2.942 2.056 2.825
H 3.085 -4.641 -3.166
H 1.273 -5.330 0.344
C 2.275 0.667 -2.685
C 3.913 -3.998 0.059
C -1.092 5.387 -0.094
N -5.407 2.928 -1.496
H 4.437 -0.181 1.442
H 2.288 1.747 -2.513
H 1.009 -0.748 -3.749
C -0.632 -4.331 0.381
C 2.596 0.709 0.736
H -2.611 6.868 -0.535
O -1.233 -0.132 -2.226
H 7.882 -0.695 -1.979
H -6.223 -1.491 2.578
C -6.077 -0.417 2.498
H 4.274 2.562 -0.936
C 0.921 0.189 -3.196
H -6.364 -0.077 1.507
H -1.470 -6.183 -0.320
N -4.224 1.269 -0.689
As -4.232 -0.051 2.749
H -4.368 5.263 -1.016
C 2.928 -2.043 -0.976
C -2.388 5.810 -0.476
H -7.224 1.862 -1.924
C -0.822 -2.964 0.380
C 1.587 1.637 1.029
H 0.777 1.805 0.324
C -1.827 3.080 -0.300
C 3.198 -4.090 -2.240
H 3.604 -2.145 1.074
Ir -2.430 -0.119 -0.334
C -1.577 -5.103 -0.294
H 5.598 -1.526 -1.513
H 0.248 -5.782 1.705
C 5.812 -0.465 -1.490
N -1.857 -2.372 -0.234
C 6.357 2.297 -1.455
C 2.789 -2.764 -2.167
H -2.716 -0.367 4.664
H -6.671 0.096 3.254
H 4.116 -5.726 -1.198
H 1.079 -4.219 1.700
H 2.369 -2.297 -3.051
H -4.426 2.256 1.855
H 8.368 1.733 -1.942
C -3.724 -0.714 4.448
C 7.099 0.018 -1.756
H -3.736 -1.800 4.398
O -1.526 1.862 -0.216
H 0.159 3.696 0.297
Br -4.104 -2.177 -1.744
C -5.478 0.810 -1.028
H -5.649 3.840 -1.843
Ge 2.594 -0.172 -0.962
H 6.566 3.359 -1.433
H 4.353 -4.478 0.924
C 5.061 1.860 -1.181
C -3.385 4.889 -0.761
C 0.557 -4.947 1.075
C -4.205 2.568 -0.973
C 3.617 0.491 1.666
H 2.620 2.609 4.113
C -2.724 -3.132 -0.867
C 4.872 0.500 -1.229
C -6.219 1.830 -1.535
H -0.132 -2.299 0.889
C -4.007 1.839 2.768
H 3.093 0.441 -3.366
O -3.289 -0.798 1.574
H 4.404 0.978 3.600
C 1.601 2.316 2.243